Entry 1:
Computed, not measured: 2 unconnected molecules or ions with the total composition C5H15NO in a non-equilibrium geometry, with ωB97M-V/def2-TZVPD.

```
22
Properties=species:S:1:pos:R:3:mulliken_charge:R:1
C 2.62 0.24 -0.07 -1.41
C 1.42 0.49 0.83 -0.46
N 0.15 0.47 0.17 -0.12
C 0.13 1.45 -0.93 -1.00
C -0.99 0.70 1.07 -0.41
C -1.14 -0.46 2.06 -1.17
H 2.49 -0.54 -0.83 0.36
H 3.00 1.17 -0.48 0.32
H 3.43 -0.18 0.51 0.42
H 1.67 1.43 1.36 0.32
H 1.39 -0.20 1.66 0.46
H 0.82 2.28 -0.69 0.30
H -0.89 1.72 -1.16 0.37
H 0.61 1.08 -1.84 0.29
H -1.87 0.78 0.46 0.42
H -0.74 1.60 1.66 0.32
H -1.15 -0.07 3.07 0.28
H -0.42 -1.27 1.96 0.38
H -2.08 -0.99 1.91 0.34
O -2.65 -3.31 -3.31 -0.64
H -2.20 -2.88 -4.03 0.32
H -3.59 -3.49 -3.39 0.32
```

frontier orbital gap	9.25	eV
LUMO	1.0	eV
energy relative to the best compared isomer or geometry (same formula, charge and spin)	35.1	kcal per mole
SMILES	CCN(C)CC.O
charge	0
calculated total energy	-329.45163	a.u.

***

Entry 2:
Computed, not measured: 2 unconnected molecules or ions with the total composition C5H15NO in a non-equilibrium geometry, with ωB97M-V/def2-TZVPD.

```
22
Properties=species:S:1:pos:R:3:mulliken_charge:R:1
C 2.07 0.18 1.62 -1.04
C 1.87 1.32 0.47 -0.50
C 0.47 1.30 -0.33 -0.71
N -0.07 0.01 -0.39 -0.33
C -0.90 -0.44 0.63 -0.49
C -1.11 -1.94 0.44 -1.12
H 3.09 0.42 2.04 0.34
H 2.11 -0.89 1.30 0.24
H 1.29 0.39 2.28 0.32
H 1.91 2.26 0.94 0.33
H 2.70 1.18 -0.22 0.36
H 0.70 1.75 -1.28 0.28
H -0.26 2.01 0.09 0.40
H 0.64 -0.69 -0.59 0.25
H -0.55 -0.09 1.66 0.24
H -1.83 0.13 0.56 0.40
H -2.07 -2.40 0.99 0.31
H -1.33 -2.15 -0.59 0.33
H -0.22 -2.50 0.82 0.30
O -2.02 -0.21 -2.35 -0.72
H -1.15 -0.15 -1.79 0.52
H -2.76 -0.15 -1.64 0.29
```

frontier orbital gap	9.86	eV
LUMO	0.9	eV
energy relative to the best compared isomer or geometry (same formula, charge and spin)	38.4	kcal per mole
SMILES	CCCNCC.O
charge	0
calculated total energy	-329.44646	a.u.

***

Entry 3:
Computed, not measured: 2 unconnected molecules or ions with the total composition C5H15NO in a non-equilibrium geometry, with ωB97M-V/def2-TZVPD.

```
22
Properties=species:S:1:pos:R:3:mulliken_charge:R:1
C 2.01 -0.33 -0.24 -0.99
C 1.78 1.12 0.39 -0.90
N 0.46 1.49 0.48 0.16
C -0.41 1.59 -0.73 -1.32
C -0.22 1.38 1.75 -0.72
C -0.29 0.12 2.62 -0.90
H 1.48 -1.11 0.25 0.36
H 1.97 -0.13 -1.30 0.31
H 3.15 -0.53 -0.15 0.28
H 2.21 1.90 -0.24 0.40
H 2.23 1.09 1.36 0.44
H -1.01 2.55 -0.71 0.34
H -1.04 0.85 -0.80 0.43
H 0.13 1.88 -1.54 0.49
H -1.13 2.02 1.69 0.44
H 0.35 2.12 2.36 0.34
H 0.60 -0.50 2.32 0.19
H -1.07 -0.58 2.54 0.34
H -0.01 0.32 3.68 0.31
O -2.83 -4.47 -3.50 -0.63
H -3.09 -4.25 -4.40 0.32
H -2.53 -3.62 -3.22 0.31
```

frontier orbital gap	8.33	eV
LUMO	0.7	eV
energy relative to the best compared isomer or geometry (same formula, charge and spin)	66.7	kcal per mole
SMILES	CCN(C)CC.O
charge	0
calculated total energy	-329.40123	a.u.

***

Entry 4:
Computed, not measured: 2 unconnected molecules or ions with the total composition C5H15NO in a non-equilibrium geometry, with ωB97M-V/def2-TZVPD.

```
22
Properties=species:S:1:pos:R:3:mulliken_charge:R:1
C 0.76 -0.11 1.53 -1.22
C 1.30 -0.43 0.13 0.18
C 2.52 0.46 -0.20 -1.34
N 0.27 -0.25 -0.91 0.03
C -0.57 -1.43 -1.04 -0.99
C -0.54 0.95 -0.82 -0.83
H 1.52 -0.12 2.31 0.42
H 0.53 0.97 1.52 0.32
H -0.08 -0.73 1.82 0.29
H 1.58 -1.48 0.09 0.36
H 3.20 0.34 0.64 0.40
H 2.15 1.48 -0.23 0.27
H 2.96 0.13 -1.13 0.35
H 0.05 -2.27 -1.34 0.33
H -1.36 -1.21 -1.76 0.34
H -1.06 -1.77 -0.11 0.31
H -0.96 1.22 -1.79 0.35
H -1.35 0.81 -0.09 0.08
H 0.01 1.80 -0.42 0.32
O -3.95 0.58 0.86 -0.65
H -3.13 0.09 0.95 0.33
H -3.87 0.98 -0.02 0.33
```

frontier orbital gap	9.31	eV
LUMO	0.8	eV
energy relative to the best compared isomer or geometry (same formula, charge and spin)	25.3	kcal per mole
SMILES	CC(C)N(C)C.O
charge	0
calculated total energy	-329.46732	a.u.

***

Entry 5:
Computed, not measured: 2 unconnected molecules or ions with the total composition C5H15NO in a non-equilibrium geometry, with ωB97M-V/def2-TZVPD.

```
22
Properties=species:S:1:pos:R:3:mulliken_charge:R:1
C 2.42 -0.60 0.82 -1.37
C 0.94 -0.97 1.02 0.36
C 0.50 -2.38 0.57 -1.41
C 0.05 0.22 0.51 0.32
C -1.37 -0.07 0.95 -1.44
N 0.15 0.26 -0.93 -0.46
H 2.63 0.32 1.42 0.31
H 2.56 -0.48 -0.27 0.33
H 3.27 -1.32 0.94 0.37
H 0.75 -1.04 2.11 0.19
H -0.46 -2.69 0.98 0.36
H 0.43 -2.44 -0.51 0.30
H 1.29 -3.09 0.83 0.39
H 0.37 1.19 0.86 0.43
H -1.72 0.02 1.99 0.40
H -2.11 0.35 0.28 0.35
H -1.61 -1.13 0.92 0.25
H -0.02 -0.61 -1.40 0.13
H 0.09 1.16 -1.35 0.19
O -2.06 3.03 -2.37 -0.63
H -2.90 2.73 -2.74 0.31
H -2.24 3.65 -1.66 0.32
```

frontier orbital gap	9.26	eV
LUMO	0.8	eV
energy relative to the best compared isomer or geometry (same formula, charge and spin)	29.8	kcal per mole
SMILES	CC(C)[C@H](C)N.O
charge	0
calculated total energy	-329.46019	a.u.

***

Entry 6:
Computed, not measured: 2 unconnected molecules or ions with the total composition C5H15NO in a non-equilibrium geometry, with ωB97M-V/def2-TZVPD.

```
22
Properties=species:S:1:pos:R:3:mulliken_charge:R:1
C -1.03 -0.41 1.18 -0.88
N -0.69 -1.60 0.38 -0.33
C -0.44 -1.33 -1.04 -0.88
C 1.05 -1.20 -1.37 0.99
C 1.83 -0.31 -0.42 -1.60
C 1.19 -0.82 -2.85 -1.54
H -1.39 -0.72 2.16 0.36
H -0.11 0.14 1.35 0.24
H -1.76 0.23 0.68 0.28
H -1.39 -2.31 0.51 0.27
H -0.82 -2.20 -1.57 0.41
H -0.99 -0.47 -1.43 0.29
H 1.47 -2.20 -1.23 0.13
H 2.89 -0.25 -0.72 0.39
H 1.53 0.74 -0.41 0.33
H 1.76 -0.75 0.55 0.39
H 2.22 -0.68 -3.14 0.38
H 0.64 -1.55 -3.44 0.37
H 0.70 0.13 -3.00 0.39
O -2.43 5.50 4.71 -0.64
H -2.44 5.06 3.86 0.32
H -1.79 5.00 5.23 0.32
```

frontier orbital gap	9.56	eV
LUMO	0.7	eV
energy relative to the best compared isomer or geometry (same formula, charge and spin)	19.9	kcal per mole
SMILES	CNCC(C)C.O
charge	0
calculated total energy	-329.47588	a.u.

***

Entry 7:
Computed, not measured: 2 unconnected molecules or ions with the total composition C5H15NO in a non-equilibrium geometry, with ωB97M-V/def2-TZVPD.

```
22
Properties=species:S:1:pos:R:3:mulliken_charge:R:1
C -0.08 1.03 -1.62 -1.45
C 0.25 1.19 -0.14 0.51
C 1.73 0.94 0.12 -1.45
C -0.71 0.36 0.78 -0.11
C -0.29 0.28 2.25 -1.36
N -0.83 -1.00 0.16 -0.49
H -1.16 1.08 -1.78 0.35
H 0.22 0.05 -2.00 0.24
H 0.46 1.80 -2.17 0.44
H 0.02 2.23 0.13 0.21
H 2.00 1.25 1.13 0.42
H 2.02 -0.06 -0.19 0.30
H 2.28 1.66 -0.50 0.41
H -1.71 0.78 0.73 0.49
H -0.83 1.06 2.79 0.33
H -0.58 -0.68 2.66 0.36
H 0.79 0.32 2.41 0.34
H 0.02 -1.52 0.36 0.22
H -1.53 -1.55 0.63 0.27
O -0.88 -3.39 -1.78 -0.66
H -0.04 -3.35 -2.24 0.31
H -1.18 -2.47 -1.73 0.34
```

frontier orbital gap	10.44	eV
LUMO	0.9	eV
energy relative to the best compared isomer or geometry (same formula, charge and spin)	11.2	kcal per mole
SMILES	CC(C)[C@H](C)N.O
charge	0
calculated total energy	-329.48981	a.u.

***

Entry 8:
Computed, not measured: 2 unconnected molecules or ions with the total composition C5H15NO in a non-equilibrium geometry, with ωB97M-V/def2-TZVPD.

```
22
Properties=species:S:1:pos:R:3:mulliken_spin:R:1
C -0.40 -1.31 -1.42 0.04
C 0.32 -2.66 -1.71 0.00
C 0.55 -0.38 -0.78 -0.01
N -0.21 0.69 0.07 0.83
C -0.34 0.49 1.49 0.01
C -1.69 1.04 2.04 0.08
H -0.65 -0.74 -2.39 0.00
H -1.33 -1.40 -0.96 0.00
H 0.60 -3.29 -0.84 0.00
H 1.23 -2.65 -2.36 0.00
H -0.34 -3.43 -2.31 0.00
H 1.04 0.19 -1.54 -0.01
H 1.39 -0.73 -0.10 0.03
H 0.05 1.68 -0.02 -0.03
H -0.29 -0.58 1.68 0.00
H 0.52 0.97 2.09 0.05
H -1.83 2.10 1.76 0.00
H -2.58 0.59 1.64 0.00
H -1.44 0.94 3.12 -0.01
H 1.61 2.46 -0.48 0.00
H 2.34 3.03 0.69 0.00
O 1.45 2.99 0.32 0.01
```

frontier orbital gap (spin up / spin down)	12.63 / 8.20	eV
LUMO (spin up / spin down)	-3.1 / -7.5	eV
energy relative to the best compared isomer or geometry (same formula, charge and spin)	34.4	kcal per mole
charge	+1
calculated total energy	-329.14150	a.u.
multiplicity	2

***

Entry 9:
Computed, not measured: 3 unconnected molecules or ions with the total composition C5H15NO2, with ωB97M-V/def2-TZVPD.

```
23
Properties=species:S:1:pos:R:3:mulliken_spin:R:1
C 2.11 1.03 1.19 -0.01
C 0.73 1.46 0.74 0.03
C 0.56 1.50 -0.78 0.05
C 0.99 0.22 -1.50 -0.01
C -0.75 -1.34 -1.42 0.53
N 0.44 -0.97 -0.88 0.35
H 2.17 1.19 2.27 0.00
H 2.33 0.00 0.94 0.01
H 2.84 1.68 0.70 -0.01
H -0.05 0.85 1.21 0.00
H 0.57 2.49 1.08 -0.01
H -0.47 1.74 -1.06 0.03
H 1.20 2.33 -1.11 -0.05
H 2.08 0.13 -1.41 0.03
H 0.68 0.33 -2.55 -0.04
H -1.24 -2.24 -1.08 -0.01
H -1.19 -0.83 -2.29 -0.01
H -0.26 -1.39 0.95 0.01
H -1.39 -1.13 1.87 0.00
O -0.60 -1.68 1.84 0.01
H -2.44 0.64 0.74 -0.01
H -2.30 -0.41 -0.37 0.04
O -2.89 -0.12 0.37 0.07
```

frontier orbital gap (spin up / spin down)	4.36 / 8.32	eV
LUMO (spin up / spin down)	3.9 / 3.9	eV
energy relative to the best compared isomer or geometry (same formula, charge and spin)	0.3	kcal per mole
charge	-1
calculated total energy	-404.70088	a.u.
multiplicity	2

***

Entry 10:
Computed, not measured: 2 unconnected molecules or ions with the total composition C5H15NO2 in a non-equilibrium geometry, with ωB97M-V/def2-TZVPD.

```
23
Properties=species:S:1:pos:R:3:mulliken_charge:R:1
C 1.82 0.26 -0.75 -0.97
N 0.71 0.15 0.24 -0.31
C -0.58 0.00 -0.46 -0.01
C -0.97 -1.47 -0.53 -1.33
C -1.60 1.02 0.17 0.51
C -1.30 2.40 -0.40 -1.30
O -1.58 1.01 1.56 -0.59
H 1.72 -0.35 -1.65 0.36
H 2.75 -0.02 -0.27 0.36
H 1.99 1.29 -1.09 0.26
H 0.98 -0.53 0.93 0.18
H -0.46 0.34 -1.51 0.39
H -0.70 -2.11 0.31 0.22
H -2.02 -1.66 -0.88 0.35
H -0.43 -1.90 -1.40 0.35
H -2.61 0.74 -0.17 0.27
H -1.65 3.22 0.31 0.36
H -1.66 2.60 -1.41 0.34
H -0.20 2.62 -0.39 0.21
H -0.79 0.54 1.87 0.36
O 2.27 -2.32 1.96 -0.63
H 1.49 -2.73 1.45 0.30
H 2.80 -3.11 2.09 0.32
```

frontier orbital gap	9.39	eV
LUMO	0.5	eV
energy relative to the best compared isomer or geometry (same formula, charge and spin)	35.2	kcal per mole
SMILES	CN[C@@H](C)[C@H](C)O.O
charge	0
calculated total energy	-404.69898	a.u.